Below is 2 unconnected molecules or ions with the total composition C2H7OPS, with properties calculated with ωB97M-V with the def2-TZVPD basis set.

Positions of all 12 atoms, in Å:
O: -0.7905 -0.1750 -0.8675
C: 0.2637 0.3813 -1.5562
C: 1.4090 0.6167 -0.9326
S: 2.9536 1.4014 -1.2863
H: -0.7262 0.0370 0.0738
H: -0.0256 0.4955 -2.6808
H: 1.5852 0.2246 0.0462
H: 2.7620 1.8010 -2.4965
P: -2.2127 -1.6328 2.0686
H: -1.9695 -1.6558 3.5501
H: -2.4183 -0.1391 2.3270
H: -0.8309 -1.3549 1.7542

Atoms 1-2, force components in eV/Å:
-0.2290 -0.0246 -0.1909
-0.7484 -0.0874 -1.5863

Orbital gap = 9.0 eV
Structure (SMILES) = O/C=C/S.P
E = -24356.532 eV
HOMO level = -8.26 eV
Relative energy (zero: lowest compared OMol25 entry of this formula, charge and spin) = 81.6 kcal/mol